1.
Density functional theory data (ωB97M-V with the def2-TZVPD basis set) for 2 unconnected molecules or ions with the total composition C2H2FO3S at a distorted geometry.

Results
ΔE to the lowest compared entry with this formula, charge and spin   1.128 eV
Frontier orbital gap   4.892 eV
Spin multiplicity   1
Molar mass   125.100 g mol⁻¹
Charge   -1

Last column: Löwdin charge in e.
CARTESIAN COORDINATES (ANGSTROEM)
C: -1.13809 -0.50440 -0.39231  -0.65
C: 0.21417 -0.62389 -0.05866  -0.09
O: -6.42390 0.95548 -0.47508  -0.47
O: -1.98889 0.39887 -0.54538  -0.13
O: -5.52378 -1.07358 0.54656  -0.45
F: -1.74224 -1.80771 -0.17856  -0.13
S: -5.26804 0.29117 0.06686  0.90
H: 0.62264 -1.60994 0.21011  -0.01
H: 1.07519 0.17802 -0.04480  0.03

2.
Density functional theory data (ωB97M-V with the def2-TZVPD basis set) for C2H2FOP in the gas phase at a distorted geometry.

Results
ΔE to the lowest compared entry with this formula, charge and spin   1.084 eV
Frontier orbital gap   8.740 eV
Spin multiplicity   1
Molar mass   92.009 g mol⁻¹
Structure (SMILES)   O=C1CP1F

Last column: Löwdin charge in e.
CARTESIAN COORDINATES (ANGSTROEM)
C: 0.47603 0.92790 1.37734  -0.49
C: 0.22451 0.29570 0.08358  -0.28
O: 0.23736 0.94616 2.66738  -0.02
F: -0.66260 2.79315 0.18441  -0.36
P: 0.81975 2.03288 -0.02733  0.97
H: 0.98757 -0.51873 -0.15890  0.13
H: -0.72819 0.14459 -0.26206  0.05

3.
Density functional theory data (ωB97M-V with the def2-TZVPD basis set) for a molecular structure, C2H2HgO2 at a distorted geometry.

Results
ΔE to the lowest compared entry with this formula, charge and spin   0.664 eV
Frontier orbital gap (spin up / spin down)   7.500 / 7.501 eV
Spin multiplicity   1
Molar mass   258.626 g mol⁻¹

Last column: Löwdin charge in e.
CARTESIAN COORDINATES (ANGSTROEM)
C: -0.81525 0.47212 -0.05252  -0.26
C: -0.97103 1.32884 -0.88660  0.15
O: 3.04520 -1.08882 -0.04620  -0.91
Hg: 1.46986 -1.31951 0.69889  1.05
H: -1.20227 2.19294 -1.48317  0.05
O: -0.39924 -0.56108 0.66142  -0.23
H: -1.12728 -1.02448 1.10817  0.14

4.
Density functional theory data (ωB97M-V with the def2-TZVPD basis set) for a molecular structure, C2H2HoO3 at a distorted geometry.

Results
Frontier orbital gap (spin up / spin down)   6.662 / 8.675 eV
Spin multiplicity   6
⟨S²⟩   8.75
Molar mass   238.965 g mol⁻¹
Charge   +2

Last column: Löwdin spin population.
CARTESIAN COORDINATES (ANGSTROEM)
H: 0.07204 1.78614 0.53411  0.00
O: -0.49497 0.96871 -1.41458  0.00
O: -0.41234 -0.47536 -1.49786  0.02
C: -0.15330 0.90099 -0.06069  0.02
C: -0.09734 -0.57633 -0.08899  0.06
Ho: -1.81193 -1.94538 1.13424  4.88
O: 1.36612 -0.46819 0.24446  0.01
H: 1.53174 -0.19057 1.14932  0.00

5.
Density functional theory data (ωB97M-V with the def2-TZVPD basis set) for a molecular structure, C2H2I2NO at a distorted geometry.

Results
ΔE to the lowest compared entry with this formula, charge and spin   1.120 eV
Frontier orbital gap   6.756 eV
Spin multiplicity   1
Molar mass   309.852 g mol⁻¹
Charge   -1

Last column: Löwdin charge in e.
CARTESIAN COORDINATES (ANGSTROEM)
C: 0.46679 -0.05632 0.61219  -0.34
C: -0.44891 0.35874 -0.39386  -0.62
N: -0.14147 -0.93401 -0.13962  -0.33
O: -0.32604 -2.08950 -0.55195  -0.06
I: 3.03052 0.81787 0.08129  -0.22
I: -2.64743 0.86911 0.05454  0.40
H: 0.43096 -0.06378 1.67913  0.09
H: -0.36443 1.09789 -1.34173  0.10

6.
Density functional theory data (ωB97M-V with the def2-TZVPD basis set) for 2 unconnected molecules or ions with the total composition C2H2IN at a distorted geometry.

Results
ΔE to the lowest compared entry with this formula, charge and spin   3.936 eV
Frontier orbital gap (spin up / spin down)   7.662 / 7.665 eV
Spin multiplicity   1
Molar mass   166.949 g mol⁻¹

Last column: Löwdin charge in e.
CARTESIAN COORDINATES (ANGSTROEM)
C: -1.32419 -0.98801 0.05791  -0.13
C: 1.29246 1.54944 0.15195  -0.53
N: -1.66709 -0.23202 -0.73845  0.07
I: 2.17817 -0.26385 0.28291  0.72
H: -1.00339 -1.63429 0.82833  0.03
H: 0.52404 1.56873 -0.58264  -0.15

7.
Density functional theory data (ωB97M-V with the def2-TZVPD basis set) for 2 unconnected molecules or ions with the total composition C2H2IN4 at a distorted geometry.

Results
ΔE to the lowest compared entry with this formula, charge and spin   3.948 eV
Frontier orbital gap   6.833 eV
Spin multiplicity   1
Molar mass   208.970 g mol⁻¹
Charge   -1

Last column: Löwdin charge in e.
CARTESIAN COORDINATES (ANGSTROEM)
C: -0.15032 -0.71885 0.03181  -0.33
C: 0.14300 1.44319 1.76161  -0.62
N: -0.43173 -1.92341 -0.37151  -0.12
N: -0.16562 0.16092 -1.09368  -0.09
N: -0.66278 -1.87765 -1.61040  -0.19
N: -0.42825 -0.68819 -2.09151  -0.18
I: 2.04246 2.09578 1.69777  0.67
H: -0.12026 -0.12314 0.97517  -0.03
H: -0.22650 1.63135 0.70073  -0.11

8.
Density functional theory data (ωB97M-V with the def2-TZVPD basis set) for 2 unconnected molecules or ions with the total composition C2H2IN4S at a distorted geometry.

Results
Frontier orbital gap   5.815 eV
Spin multiplicity   1
Molar mass   241.037 g mol⁻¹
Charge   -1

Last column: Löwdin charge in e.
CARTESIAN COORDINATES (ANGSTROEM)
C: -0.55485 1.28179 0.05333  -1.04
C: 0.34474 -1.24781 -0.98967  -0.49
N: 0.30350 0.05734 1.61286  -0.12
N: -0.15777 2.15349 1.03235  -0.06
N: 0.33643 1.34099 1.97556  -0.12
N: -0.37118 -0.02038 0.44385  -0.13
S: -1.39087 1.70080 -1.36514  0.30
I: 0.43365 -3.12052 -0.06284  0.69
H: -0.30019 -1.35261 -1.76869  -0.06
H: 1.35652 -0.79309 -0.93161  0.03

9.
Density functional theory data (ωB97M-V with the def2-TZVPD basis set) for 3 unconnected molecules or ions with the total composition C2H2INO2 at a distorted geometry.

Results
ΔE to the lowest compared entry with this formula, charge and spin   0.612 eV
Frontier orbital gap   10.772 eV
Spin multiplicity   1
Molar mass   198.947 g mol⁻¹

Last column: Löwdin charge in e.
CARTESIAN COORDINATES (ANGSTROEM)
C: -3.55340 0.80716 0.00468  -0.44
C: -0.34899 -2.02368 -0.04211  -0.02
N: -2.66359 1.31977 -0.58172  0.19
O: -4.48282 0.25804 0.44677  0.14
O: -0.72272 -2.76236 0.72401  0.02
I: 6.29118 0.46166 0.33977  0.37
H: 7.58143 -0.24068 -0.27475  -0.37
H: -2.10110 2.18008 -0.61667  0.11

10.
Density functional theory data (ωB97M-V with the def2-TZVPD basis set) for C2H2INO2S in the gas phase at a distorted geometry.

Results
ΔE to the lowest compared entry with this formula, charge and spin   0.322 eV
Frontier orbital gap   8.987 eV
Spin multiplicity   1
Molar mass   231.014 g mol⁻¹
Structure (SMILES)   N#CCS(=O)(=O)I

Last column: Löwdin charge in e.
CARTESIAN COORDINATES (ANGSTROEM)
C: 1.59686 0.07044 0.53110  -0.31
C: 0.36436 -0.66070 0.50861  -0.24
N: 2.56013 0.63770 0.75064  0.20
O: -0.12329 0.89884 -1.80296  -0.36
O: -1.16880 1.70010 0.30073  -0.37
S: -0.69079 0.60571 -0.50071  0.27
I: -2.62856 -0.88793 -0.83403  0.58
H: -0.26835 -1.02262 1.41659  0.15
H: 0.35844 -1.34155 -0.36997  0.08

11.
Density functional theory data (ωB97M-V with the def2-TZVPD basis set) for a molecular structure, C2H2IrLiO2 at a distorted geometry.

Results
ΔE to the lowest compared entry with this formula, charge and spin   1.684 eV
Frontier orbital gap (spin up / spin down)   7.740 / 7.824 eV
Spin multiplicity   5
⟨S²⟩   6.01
Molar mass   257.194 g mol⁻¹
Charge   +2

Last column: Löwdin spin population.
CARTESIAN COORDINATES (ANGSTROEM)
C: -0.50989 -0.47465 0.34759  0.21
C: 0.90578 -0.07216 0.16712  0.15
O: 1.11669 1.03632 -0.57562  0.81
O: -1.40322 0.27331 -0.21229  0.29
H: 1.45345 -0.99460 -0.14974  0.03
Ir: -2.22068 -1.37480 0.36366  2.44
Li: -0.42850 1.65308 -1.25193  0.01
H: 1.08638 -0.04651 1.31121  0.05

12.
Density functional theory data (ωB97M-V with the def2-TZVPD basis set) for a molecular structure, C2H2IrO2 at a distorted geometry.

Results
Frontier orbital gap (spin up / spin down)   7.011 / 7.319 eV
Spin multiplicity   6
⟨S²⟩   8.78
Molar mass   250.253 g mol⁻¹

Last column: Löwdin spin population.
CARTESIAN COORDINATES (ANGSTROEM)
O: -0.42598 -1.52239 -0.44712  0.18
C: 0.16828 -0.30292 -0.09250  0.60
C: -0.54778 0.83602 -0.11918  0.24
O: -1.67934 1.16608 0.31936  0.40
H: -0.22316 -2.13036 0.27969  0.01
Ir: 2.14291 0.15480 0.06003  3.52
H: 0.56507 1.79877 -0.00027  0.06

13.
Density functional theory data (ωB97M-V with the def2-TZVPD basis set) for C2H2N2 in the gas phase at a distorted geometry.

Results
ΔE to the lowest compared entry with this formula, charge and spin   3.019 eV
Frontier orbital gap   9.698 eV
Spin multiplicity   1
Molar mass   54.052 g mol⁻¹
Structure (SMILES)   C=C1N=N1

Last column: Löwdin charge in e.
CARTESIAN COORDINATES (ANGSTROEM)
C: -1.71068 0.10331 -0.03140  -0.28
C: -0.25663 -0.04239 0.05603  0.02
N: -2.98586 -0.62609 0.00682  0.11
N: -3.03772 0.59163 0.02830  0.08
H: 0.31951 0.92467 0.16901  0.05
H: 0.05597 -1.07087 0.00161  0.02

14.
Density functional theory data (ωB97M-V with the def2-TZVPD basis set) for 2 unconnected molecules or ions with the total composition C2H2N2 at a distorted geometry.

Results
ΔE to the lowest compared entry with this formula, charge and spin   5.949 eV
Frontier orbital gap (spin up / spin down)   9.132 / 9.193 eV
Spin multiplicity   1
Molar mass   54.052 g mol⁻¹

Last column: Löwdin charge in e.
CARTESIAN COORDINATES (ANGSTROEM)
C: -1.23050 -0.43261 0.21313  -0.03
C: 0.24548 -0.31424 0.05045  -0.50
N: -0.83059 0.70000 -0.18183  0.18
N: 1.40983 -0.47518 0.00845  0.14
H: -2.14326 -1.14462 0.45851  0.15
H: 2.54904 1.66665 -0.54871  0.05

15.
Density functional theory data (ωB97M-V with the def2-TZVPD basis set) for 2 unconnected molecules or ions with the total composition C2H2N2 at a distorted geometry.

Results
ΔE to the lowest compared entry with this formula, charge and spin   0.446 eV
Frontier orbital gap   13.215 eV
Spin multiplicity   1
Molar mass   54.052 g mol⁻¹
Structure (SMILES)   C#N.C#N

Last column: Löwdin charge in e.
CARTESIAN COORDINATES (ANGSTROEM)
C: -0.51943 1.04887 1.13797  -0.13
C: 0.48853 -1.10061 -1.12499  -0.09
N: -1.51691 1.53070 1.38649  0.05
N: 0.83828 -0.04956 -1.18896  0.06
H: 0.50173 0.73856 0.96309  0.03
H: 0.20779 -2.16796 -1.17360  0.09

16.
Density functional theory data (ωB97M-V with the def2-TZVPD basis set) for 2 unconnected molecules or ions with the total composition C2H2N2O at a distorted geometry.

Results
ΔE to the lowest compared entry with this formula, charge and spin   2.115 eV
Frontier orbital gap   10.097 eV
Spin multiplicity   1
Molar mass   70.051 g mol⁻¹
Structure (SMILES)   C#CO.N#N

Last column: Löwdin charge in e.
CARTESIAN COORDINATES (ANGSTROEM)
C: -0.58188 -0.80355 0.04456  0.03
C: -0.46427 0.00367 0.91695  -0.31
N: 1.33844 0.43991 -2.24578  0.06
N: 0.27349 0.18413 -2.10879  0.02
O: 0.15795 0.88961 1.61536  0.06
H: -1.14941 -1.23058 -0.71721  0.01
H: 0.42568 0.51681 2.49490  0.15

17.
Density functional theory data (ωB97M-V with the def2-TZVPD basis set) for C2H2N2O in the gas phase at a distorted geometry.

Results
ΔE to the lowest compared entry with this formula, charge and spin   3.839 eV
Frontier orbital gap   10.698 eV
Spin multiplicity   1
Molar mass   70.051 g mol⁻¹

Last column: Löwdin charge in e.
CARTESIAN COORDINATES (ANGSTROEM)
O: 0.84395 1.24585 0.02529  -0.08
C: 1.16226 -1.09624 -0.09039  0.09
N: -0.02804 -1.14996 -0.05130  0.02
C: -0.96339 -0.10412 0.02916  -0.19
N: -0.46597 1.07477 0.06426  -0.01
H: 1.48026 0.33602 -0.03575  0.05
H: -2.02908 -0.30632 0.05872  0.12

18.
Density functional theory data (ωB97M-V with the def2-TZVPD basis set) for 2 unconnected molecules or ions with the total composition C2H2N2O at a distorted geometry.

Results
ΔE to the lowest compared entry with this formula, charge and spin   4.637 eV
Frontier orbital gap   12.054 eV
Spin multiplicity   1
Molar mass   70.051 g mol⁻¹

Last column: Löwdin charge in e.
CARTESIAN COORDINATES (ANGSTROEM)
C: 1.96887 0.08376 0.16671  -0.07
C: -0.73765 -1.43919 -0.14767  -0.03
N: 0.94537 0.55084 0.13814  0.05
N: -1.43353 -0.55103 0.00831  -0.20
O: -2.21859 0.56038 0.08311  0.03
H: 2.91272 -0.37821 -0.18995  0.09
H: -1.43720 1.17344 -0.05866  0.12

19.
Density functional theory data (ωB97M-V with the def2-TZVPD basis set) for 2 unconnected molecules or ions with the total composition C2H2N2O at a distorted geometry.

Results
ΔE to the lowest compared entry with this formula, charge and spin   4.974 eV
Frontier orbital gap (spin up / spin down)   6.892 / 7.296 eV
Spin multiplicity   3
⟨S²⟩   2.02
Molar mass   70.051 g mol⁻¹

Last column: Löwdin spin population.
CARTESIAN COORDINATES (ANGSTROEM)
C: 1.04293 0.94953 0.09539  0.74
C: -1.55612 -0.53190 0.14888  0.02
N: -1.83004 0.52134 -0.19676  0.02
N: 1.32948 -0.13713 -0.18810  0.51
O: 1.22849 -1.32584 -0.17403  0.65
H: 1.02241 2.07290 0.13894  0.06
H: -1.23715 -1.54890 0.17568  0.01

20.
Density functional theory data (ωB97M-V with the def2-TZVPD basis set) for a molecular structure, C2H2N2O2 at a distorted geometry.

Results
ΔE to the lowest compared entry with this formula, charge and spin   1.489 eV
Frontier orbital gap   10.906 eV
Spin multiplicity   1
Molar mass   86.050 g mol⁻¹

Last column: Löwdin charge in e.
CARTESIAN COORDINATES (ANGSTROEM)
C: -0.49187 -0.17019 0.33374  -0.53
C: 1.30820 -0.31729 -0.62129  -0.19
H: -1.55242 -1.21683 1.41064  0.17
H: 2.27556 -0.68835 -0.95598  0.12
N: 0.41729 -1.06873 0.12168  0.15
N: 0.97259 0.93148 -0.84623  0.10
O: -1.62027 -0.29822 1.00562  0.14
O: -0.29851 1.02206 -0.21280  0.05